C64H43BBrN6O4Sn | the ωB97M-V functional and the def2-TZVPD basis

XYZ file:
```
120
Properties=species:S:1:pos:R:3:forces:R:3
Sn -0.091800 0.355300 -0.008000 -0.17 0.07 0.07
C -5.800700 1.406200 5.389900 -0.01 0.06 0.00
C -5.666300 0.075100 5.030600 -0.05 -0.05 0.09
C -4.755000 -0.297100 4.058300 -0.01 0.07 -0.09
C -3.981300 0.668000 3.423500 -0.13 0.16 0.19
C -4.125700 2.005300 3.784400 0.05 -0.13 -0.03
C -5.025700 2.370200 4.766800 -0.10 0.10 0.09
C -2.987400 0.328700 2.384500 -0.90 0.70 -1.18
C -1.826300 -0.367800 2.809600 1.15 -0.42 -0.36
C -1.606500 -0.852500 4.153600 0.30 -0.24 0.30
C -0.347200 -1.309400 4.222900 -0.21 0.07 -0.13
C 0.286000 -1.089900 2.893300 0.22 0.36 0.29
N -0.761900 -0.588000 2.061900 -0.88 -0.10 -0.35
C 1.192600 -2.135500 2.364000 0.12 -0.38 -0.90
C 1.359000 -2.452500 1.042700 0.05 -0.04 1.19
C 2.129600 -3.585100 0.575900 0.22 -0.06 -0.38
C 2.079900 -3.565500 -0.773600 0.18 -0.21 0.38
C 1.278800 -2.424400 -1.149300 -0.26 0.26 1.24
C 1.001300 -2.060600 -2.481300 -0.66 0.79 -0.96
C 1.813300 -2.703100 -3.546900 0.12 -0.09 -0.16
C 1.340700 -3.782800 -4.283000 0.02 0.01 0.11
C 2.127500 -4.353900 -5.268900 0.00 -0.08 -0.09
C 3.387800 -3.846400 -5.538500 0.00 -0.02 -0.04
C 3.855300 -2.756700 -4.824000 0.12 0.02 -0.02
C 3.074800 -2.190100 -3.832600 -0.10 -0.05 0.02
C 0.032900 -1.149200 -2.879300 0.85 -0.85 0.63
N -0.742300 -0.387800 -2.062500 -0.19 0.24 0.91
C -1.610400 0.301300 -2.841700 -0.30 0.19 0.78
C -2.657800 1.109300 -2.386800 0.30 -0.05 -0.15
C -3.446900 1.860800 -3.388300 -0.12 0.15 -0.21
C -3.444800 3.253700 -3.364800 0.01 -0.16 -0.03
C -4.133100 3.972000 -4.326900 -0.05 0.11 -0.03
C -4.835400 3.310000 -5.320300 -0.02 0.02 -0.01
C -4.864400 1.925400 -5.335100 -0.05 -0.01 -0.11
C -4.178300 1.205200 -4.374700 -0.06 0.05 0.14
C -3.078000 1.171300 -1.051400 0.56 -0.44 0.29
C -4.382900 1.637500 -0.638900 -0.44 0.16 0.71
C -4.484700 1.389900 0.684900 -0.34 0.36 -0.64
C -3.234600 0.784600 1.099000 0.30 -0.51 1.31
N -2.410800 0.686200 0.018600 0.69 -0.32 -0.72
C -1.354600 -0.009400 -4.225300 0.61 -0.45 -0.62
C -0.352100 -0.914200 -4.248500 -0.52 0.54 -0.48
N 0.847900 -1.790000 -0.045400 -0.62 0.36 -1.08
C 2.064600 -2.807000 3.352600 0.19 -0.10 0.18
C 3.388000 -2.392000 3.475600 -0.05 0.02 -0.06
C 4.225000 -2.988400 4.401100 0.03 -0.09 0.06
C 3.759100 -4.032000 5.184400 0.05 0.03 0.02
C 2.451500 -4.468500 5.048300 -0.08 -0.04 0.01
C 1.600100 -3.848200 4.149100 -0.01 0.03 -0.04
H -6.509200 1.695000 6.150400 -0.07 0.00 0.09
H -6.276300 -0.673700 5.511300 -0.06 -0.10 0.04
H -4.660500 -1.333900 3.770500 0.02 -0.13 -0.02
H -3.517600 2.750300 3.290600 0.05 0.07 -0.01
H -5.122200 3.408900 5.045100 -0.03 0.09 0.03
H -2.339200 -0.852300 4.936400 -0.06 0.10 0.20
H 0.153600 -1.734100 5.070600 0.11 -0.05 0.19
H 2.603900 -4.310400 1.209400 0.11 -0.09 0.09
H 2.524600 -4.263300 -1.456900 0.05 -0.11 -0.13
H 0.354400 -4.173200 -4.080000 -0.11 -0.06 0.04
H 1.753700 -5.195600 -5.832500 -0.04 -0.07 -0.04
H 4.000500 -4.290900 -6.308500 0.03 -0.04 -0.06
H 4.828100 -2.341400 -5.041800 0.08 0.02 -0.02
H 3.432600 -1.330200 -3.287300 0.05 0.11 0.08
H -2.881300 3.769400 -2.601100 0.10 0.07 0.07
H -4.117900 5.051900 -4.307900 0.03 0.08 0.02
H -5.360500 3.868800 -6.080000 -0.05 0.06 -0.04
H -5.420400 1.405800 -6.100900 -0.07 -0.05 -0.05
H -4.219900 0.126200 -4.373600 0.01 -0.13 -0.03
H -5.125600 2.058300 -1.291600 -0.08 0.02 -0.08
H -5.326800 1.563800 1.329000 -0.11 0.00 0.03
H -1.887800 0.402300 -5.059300 -0.04 0.03 -0.13
H 0.076700 -1.404900 -5.099800 0.09 -0.04 -0.18
H 3.746300 -1.592600 2.845800 0.05 0.06 -0.02
H 5.242400 -2.643100 4.505000 0.10 0.01 -0.01
H 4.415400 -4.506800 5.897200 0.06 -0.05 0.07
H 2.091800 -5.296300 5.641000 -0.03 -0.05 0.06
H 0.579900 -4.186400 4.038800 -0.11 -0.05 0.02
C 3.853900 -0.017100 -0.693700 0.22 -0.12 0.01
O 2.793300 0.901700 -0.837700 -0.09 0.25 -0.33
C 3.083200 2.220800 -0.679000 -0.06 0.22 0.15
C 4.327100 2.717200 -0.335300 -0.07 -0.04 -0.17
C 4.485800 4.078000 -0.101000 0.04 0.29 0.03
Br 6.215200 4.721100 0.360600 -0.17 -0.06 -0.04
C 3.422300 4.949100 -0.142900 0.20 -0.23 -0.07
C 2.160800 4.466000 -0.504600 0.34 -0.39 -0.06
C 2.001800 3.111600 -0.835100 -0.07 0.12 0.01
O 0.831100 2.626400 -1.276100 0.23 0.10 -0.43
C 0.977000 5.303900 -0.470700 -0.32 0.09 0.06
N -0.237500 4.817300 -0.635700 0.40 -0.22 -0.10
C -1.109500 5.843900 -0.402400 0.15 0.78 0.15
C -2.500700 5.860800 -0.387100 0.16 0.05 -0.02
C -3.112400 7.059800 -0.097000 -0.16 0.00 -0.01
C -2.373600 8.216000 0.172400 0.06 0.10 0.07
C -0.993500 8.216400 0.174400 0.11 0.02 -0.03
C -0.368700 7.012300 -0.111100 -0.79 -0.29 -0.08
N 0.950400 6.633700 -0.164700 0.26 -0.17 -0.05
H 4.649400 0.188200 -1.416400 0.01 -0.03 0.05
H 3.430900 -0.997500 -0.894100 0.04 -0.02 0.05
H 4.261500 -0.000700 0.322900 -0.02 0.03 -0.05
H 5.180700 2.068100 -0.239400 0.07 -0.09 0.01
H 3.571100 5.987600 0.104500 0.04 0.11 0.04
H 0.162700 3.376200 -1.218900 -0.07 -0.18 0.17
H -3.068300 4.963900 -0.580900 -0.07 -0.10 -0.02
H -4.190000 7.114800 -0.072500 -0.10 0.00 0.00
H -2.897800 9.129600 0.401900 -0.06 0.12 0.00
H -0.424000 9.108000 0.387400 -0.01 0.12 0.05
H 1.743200 7.239600 -0.036500 -0.02 -0.11 0.02
O 0.608400 1.462800 3.469200 -0.54 0.17 0.37
B 1.156600 0.292000 3.026500 -0.26 -0.15 -0.09
O 2.462600 0.446600 2.652200 0.54 -0.46 -0.06
C 2.769400 1.759500 2.926300 -0.37 0.90 0.37
C 3.969400 2.432500 2.823400 -0.20 -0.39 0.00
C 3.967900 3.775300 3.174700 0.00 0.03 0.10
C 2.820300 4.406000 3.630400 0.01 0.01 -0.01
C 1.619800 3.721900 3.771200 -0.29 -0.31 -0.06
C 1.619300 2.388600 3.413600 0.86 0.10 -0.28
H 4.875300 1.940900 2.510700 0.10 -0.09 -0.13
H 4.884200 4.338200 3.100400 0.12 0.04 -0.02
H 2.868800 5.450100 3.898100 -0.03 0.10 0.04
H 0.731700 4.204300 4.148400 -0.09 0.02 0.03
```
Positions in Å, forces in eV/Å.

Results
- frontier orbital gap (Ha) = 0.18145
- total energy (eV) = -160745.617
- E_HOMO (eV) = -9.212
- LUMO (eV) = -4.27
- energy above the lowest of the compared OMol25 structures with the same formula, charge and spin (kJ/mol) = 0.0
- charge = +1